Entry 1:
Computed, not measured: C28H45N6O2PRhS2 as an isolated structure, with wB97M-V/def2-TZVPD.

```
85
Properties=species:S:1:pos:R:3:forces:R:3:nbo_charge:R:1
Rh 1.937 -0.080 0.645 -0.8 -0.2 -0.6 1.2436
S 1.375 2.276 0.445 0.6 -0.4 -0.1 0.0519
C -0.295 2.214 0.770 -0.4 0.7 -0.1 0.1118
N -1.083 3.240 0.588 0.4 -0.6 0.3 -0.2465
C -2.521 3.095 0.833 -0.4 -0.2 0.1 -0.2540
C -2.970 1.731 0.365 -0.1 0.5 -0.2 -0.2539
N -2.161 0.704 1.026 0.9 0.2 -0.2 -0.2279
C -2.808 -0.585 1.309 -0.3 -0.5 0.4 -0.2651
C -3.910 -0.443 2.323 -0.1 0.1 0.2 -0.0201
C -3.602 -0.138 3.651 0.0 0.0 -0.2 -0.2422
C -4.610 -0.068 4.596 -0.1 0.0 0.1 -0.1830
C -5.930 -0.296 4.222 0.0 0.0 -0.2 -0.1590
C -6.242 -0.581 2.897 -0.1 0.1 0.2 -0.1789
C -5.235 -0.650 1.948 0.2 0.0 -0.1 -0.2323
C -0.900 0.936 1.253 -0.9 0.0 -0.1 0.1188
S 0.070 -0.164 2.129 0.9 -0.4 0.0 0.1272
C -0.622 4.578 0.173 0.1 0.5 -0.3 -0.2653
C -1.246 4.963 -1.147 -0.1 -0.1 0.0 -0.0102
C -0.880 4.278 -2.305 0.0 0.0 0.1 -0.2549
C -1.446 4.620 -3.522 0.0 -0.1 0.0 -0.1786
C -2.384 5.644 -3.588 0.0 0.0 0.1 -0.1709
C -2.751 6.327 -2.436 0.0 0.0 -0.1 -0.1771
C -2.186 5.984 -1.216 0.0 0.0 0.1 -0.2338
H -3.044 3.865 0.270 0.1 0.0 0.0 0.2846
H -2.726 3.234 1.898 0.1 0.0 0.0 0.2496
H -2.857 1.643 -0.720 0.0 -0.1 0.0 0.2478
H -4.012 1.563 0.629 0.0 -0.1 0.1 0.2829
H -2.043 -1.278 1.670 -0.1 0.1 -0.2 0.2415
H -3.209 -0.962 0.366 0.1 0.1 -0.1 0.2496
H -2.571 0.027 3.949 0.0 0.0 0.0 0.2033
H -4.369 0.152 5.627 0.0 0.0 0.0 0.2409
H -6.716 -0.251 4.963 0.0 0.0 0.0 0.2472
H -7.269 -0.757 2.606 0.0 0.0 0.0 0.2458
H -5.483 -0.883 0.918 0.0 0.0 0.0 0.2216
H 0.462 4.572 0.104 0.0 -0.1 0.1 0.2464
H -0.913 5.284 0.954 0.0 -0.1 0.1 0.2554
H -0.130 3.493 -2.256 0.0 0.0 0.0 0.2035
H -1.147 4.101 -4.423 0.0 0.0 0.0 0.2318
H -2.825 5.912 -4.538 0.0 0.0 0.0 0.2451
H -3.470 7.133 -2.489 0.0 0.0 0.0 0.2464
H -2.464 6.534 -0.324 0.0 0.0 0.0 0.2280
C 0.978 -3.595 0.091 -0.1 -0.2 0.0 -0.3924
N 0.369 -3.259 -1.186 0.2 0.8 -0.2 -0.8060
C -0.440 -4.325 -1.766 -0.2 -0.1 0.0 -0.4072
P 0.867 -1.891 -1.977 0.1 -2.2 -1.4 2.4574
O 0.720 -0.665 -1.098 0.9 1.1 1.7 -1.1264
N 2.452 -2.103 -2.392 -0.6 0.3 0.7 -0.8207
C 2.948 -3.380 -2.897 0.1 -0.1 0.0 -0.4122
C 3.437 -1.030 -2.331 0.1 0.0 -0.3 -0.3905
N -0.104 -1.756 -3.301 0.3 0.5 0.7 -0.8100
C -1.267 -0.873 -3.223 -0.1 -0.1 -0.1 -0.3988
C 0.340 -2.062 -4.659 0.1 0.1 -0.2 -0.4073
H 0.206 -3.836 0.828 0.1 0.1 0.0 0.2153
H 1.574 -2.759 0.461 0.1 0.0 0.1 0.1641
H 1.637 -4.464 0.004 0.0 0.0 0.0 0.2168
H -1.295 -4.540 -1.119 0.0 0.0 0.0 0.2093
H 0.140 -5.247 -1.867 0.0 0.1 0.0 0.2080
H -0.813 -4.022 -2.740 0.0 -0.1 0.0 0.2316
H 2.149 -4.118 -2.915 0.0 0.0 0.0 0.2199
H 3.748 -3.759 -2.255 0.0 0.0 0.0 0.2097
H 3.352 -3.269 -3.905 -0.1 0.0 0.0 0.2213
H 3.077 -0.207 -1.708 0.0 0.0 -0.1 0.1698
H 3.657 -0.620 -3.320 0.0 0.0 0.0 0.2230
H 4.368 -1.408 -1.906 0.0 0.0 0.0 0.2162
H -1.563 -0.744 -2.183 -0.1 0.0 0.0 0.1913
H -2.098 -1.318 -3.774 0.0 0.0 0.0 0.2229
H -1.059 0.110 -3.657 0.0 0.0 0.0 0.2009
H 1.097 -2.840 -4.657 0.0 0.0 0.0 0.2176
H 0.739 -1.181 -5.169 0.0 0.0 0.1 0.2063
H -0.515 -2.419 -5.234 0.0 -0.1 0.0 0.2270
C 6.015 -1.570 4.087 0.2 0.1 0.3 -0.4280
N 5.207 -1.701 2.876 -0.3 0.2 -0.4 -0.3128
C 5.532 -2.840 2.017 0.1 -0.2 -0.1 -0.4269
C 4.334 -0.793 2.505 0.5 -0.1 0.7 0.6981
C 4.078 0.391 3.392 -0.1 -0.1 -0.2 -0.7084
O 3.726 -0.907 1.383 -1.1 0.4 -0.6 -0.7384
H 6.330 -2.560 4.403 -0.1 0.0 0.0 0.2471
H 5.458 -1.111 4.898 0.0 0.0 0.0 0.2306
H 6.911 -0.978 3.889 0.0 0.0 -0.1 0.2378
H 6.547 -2.735 1.632 0.0 0.0 0.1 0.2391
H 4.839 -2.892 1.186 0.0 0.0 0.0 0.2290
H 5.474 -3.760 2.595 0.0 0.1 0.1 0.2370
H 5.007 0.913 3.619 0.0 0.0 0.0 0.2777
H 3.621 0.079 4.332 0.0 0.0 0.0 0.2671
H 3.405 1.079 2.882 0.0 0.1 0.1 0.2230
```
Forces are in eV/Å.

- E (hartree) = -2820.3357
- spin multiplicity = 5
- highest occupied orbital energy (alpha / beta) (eV) = -16.16 / -16.16
- net charge = +3

Entry 2:
Computed, not measured: a 2-piece molecular cluster, C2H7N3O overall, with wB97M-V/def2-TZVPD.

```
13
Properties=species:S:1:pos:R:3:forces:R:3:nbo_charge:R:1
N -0.174 0.736 -2.616 0.0 -1.0 -0.1 -0.8054
C 1.010 0.159 -2.178 0.9 -0.4 -1.1 0.2796
N 1.935 0.818 -1.641 -1.0 1.5 1.7 -0.7293
H -0.785 0.032 -3.001 -0.1 0.1 -0.2 0.3725
H -0.678 1.287 -1.944 0.2 0.5 0.1 0.3861
H 1.199 -0.856 -2.568 -0.5 -0.1 0.4 0.1355
H 2.641 0.375 -1.076 0.4 -0.7 -0.9 0.3649
C -1.087 -0.782 1.943 -0.6 0.1 -0.1 0.5233
N -0.092 0.091 1.659 0.2 0.5 0.0 -0.8249
O -1.521 -0.999 3.050 0.2 0.0 0.0 -0.5923
H -1.542 -1.262 1.061 0.3 -0.1 -0.1 0.0997
H 0.115 0.794 2.346 0.1 -0.1 0.4 0.3969
H 0.147 0.377 0.726 -0.2 -0.3 -0.3 0.3936
```
Forces are in eV/Å.

- E (hartree) = -319.8998
- ΔE to the lowest compared entry with this formula, charge and spin (kcal/mol) = 31.4
- spin multiplicity = 1
- highest occupied orbital energy (eV) = -9.59
- net charge = 0

Entry 3:
Computed, not measured: one molecule with the formula C4H5NO, with wB97M-V/def2-TZVPD.

```
11
Properties=species:S:1:pos:R:3:forces:R:3:nbo_charge:R:1
N 1.643 -0.278 -0.411 0.0 0.0 0.1 -0.7934
C 0.350 0.069 -0.036 -0.3 0.3 0.1 0.1301
C -0.124 1.218 0.448 0.2 -0.2 -0.1 -0.0288
O -1.517 1.119 0.680 -0.2 -0.1 0.1 -0.4503
C -2.014 -0.076 0.422 0.4 0.2 0.0 0.2654
C -0.860 -0.800 -0.225 -0.1 -0.1 0.1 -0.6190
H 2.349 0.354 -0.055 -0.1 -0.1 -0.1 0.3794
H 1.889 -1.234 -0.187 -0.1 0.1 -0.1 0.3790
H 0.320 2.174 0.682 0.0 -0.1 0.0 0.2070
H -1.257 -0.669 -1.249 0.3 -0.1 -0.2 0.2824
H -0.779 -1.879 -0.069 0.0 0.2 0.1 0.2483
```
Forces are in eV/Å.

- E (hartree) = -285.2975
- ΔE to the lowest compared entry with this formula, charge and spin (kcal/mol) = 73.4
- spin multiplicity = 1
- highest occupied orbital energy (eV) = -8.58
- net charge = 0

Entry 4:
Computed, not measured: C6H4N5O5Sc as an isolated structure, with wB97M-V/def2-TZVPD.

```
21
Properties=species:S:1:pos:R:3:forces:R:3:nbo_charge:R:1
O -0.054 3.384 -1.493 0.0 -5.2 1.1 -0.2647
C -0.047 2.252 -1.249 0.1 6.9 -1.1 0.4931
Sc -0.054 -0.003 -0.917 -0.8 -0.8 -0.5 1.0126
C 0.045 -2.171 -1.590 0.1 -5.4 -1.3 0.4886
O 0.068 -3.242 -2.030 -0.1 4.7 1.6 -0.3064
C -0.192 -0.215 -3.314 0.6 -1.3 -0.2 0.1648
O -0.191 -0.991 -4.217 -0.1 1.4 1.0 -0.3877
C 2.073 -0.093 -1.681 6.3 -0.4 -2.2 0.5084
O 3.162 -0.158 -2.067 -5.0 0.3 1.8 -0.2662
C -2.059 -0.106 -1.946 -4.9 -0.3 -2.0 0.4583
O -3.082 -0.184 -2.492 4.3 0.3 2.1 -0.3018
H 0.029 0.894 -3.370 -0.2 0.2 -0.8 0.1320
N 1.316 0.451 4.050 -0.7 0.4 -0.6 -0.5445
N 0.304 0.358 3.092 0.5 -2.5 -1.5 0.2011
N -0.840 -0.328 3.366 0.9 1.2 -1.4 -0.1621
C -1.275 -0.619 2.138 0.2 0.0 1.0 0.1958
N -0.426 -0.214 1.179 0.3 0.0 1.2 -0.4562
N 0.634 0.343 1.790 -1.2 0.6 1.4 -0.0519
H 1.889 1.266 3.855 0.0 0.1 0.0 0.4064
H 0.887 0.527 4.962 -0.2 0.0 0.2 0.4204
H -2.187 -1.152 1.934 -0.2 0.0 0.1 0.2599
```
Forces are in eV/Å.

- E (hartree) = -1640.9908
- ΔE to the lowest compared entry with this formula, charge and spin (kcal/mol) = 0.0
- spin multiplicity = 1
- highest occupied orbital energy (eV) = -15.93
- net charge = +2

Entry 5:
Computed, not measured: a 15-piece molecular cluster, C30H90O15 overall, with wB97M-V/def2-TZVPD.

```
135
Properties=species:S:1:pos:R:3:forces:R:3:mulliken_charge:R:1
C 4.229 -0.713 -2.482 0.5 -1.0 0.1 0.1118
C 5.542 -0.645 -3.314 -0.7 0.7 1.2 -0.6513
O 5.436 0.436 -4.217 0.2 0.0 -0.7 -0.5261
H 3.397 -1.122 -3.057 0.1 0.2 -0.3 -0.1243
H 3.899 0.223 -2.032 0.3 0.3 -0.3 0.2513
H 4.332 -1.398 -1.641 0.2 -0.2 0.1 0.0064
H 5.795 -1.578 -3.817 -0.5 0.1 -0.4 0.3199
H 6.411 -0.453 -2.684 0.0 -0.1 0.4 0.3244
H 5.649 1.224 -3.711 -0.1 0.1 -0.1 0.3032
C 0.556 -0.990 4.363 -0.2 0.3 0.8 0.4263
C -0.277 -1.097 5.692 0.9 -1.0 -1.2 -0.4721
O -0.087 -2.374 6.291 0.3 -0.1 0.3 -0.5798
H 1.613 -0.890 4.610 0.0 0.3 0.1 0.4992
H 0.248 -0.124 3.777 0.1 0.1 0.0 -0.5710
H 0.547 -1.853 3.698 -0.6 -0.3 0.2 -0.2888
H -1.354 -1.013 5.547 0.0 0.7 -0.2 0.1750
H 0.138 -0.380 6.400 -0.4 0.1 0.0 0.3378
H -0.496 -3.023 5.714 0.0 -0.1 0.0 0.3057
C 4.774 2.188 2.111 -0.7 -0.4 -0.7 -1.4741
C 3.687 1.567 1.184 1.0 1.2 1.1 0.2536
O 2.622 1.075 1.959 -0.1 0.2 0.1 0.3632
H 5.242 1.423 2.731 0.2 0.1 -0.2 0.3707
H 4.317 2.917 2.780 -0.1 0.0 0.0 0.2120
H 5.472 2.718 1.464 0.4 -0.1 0.2 0.3992
H 4.103 0.774 0.563 0.0 0.1 -0.2 0.3538
H 3.331 2.408 0.588 -0.2 -0.2 -0.5 0.0869
H 2.625 0.129 1.799 -0.6 -0.9 0.2 -0.2102
C -2.752 -4.244 -3.735 0.3 1.2 1.4 -1.5690
C -2.091 -2.940 -3.163 0.3 -0.4 -1.2 2.0912
O -3.002 -1.890 -3.371 -0.5 -0.4 -0.2 -0.6470
H -3.336 -4.037 -4.632 0.2 0.2 0.0 0.3974
H -3.451 -4.506 -2.942 -0.1 -0.6 -0.2 0.4301
H -2.040 -5.041 -3.949 0.0 0.0 0.2 0.3153
H -1.144 -2.718 -3.654 0.2 0.0 -0.6 -0.3076
H -1.761 -2.955 -2.124 -0.5 -0.7 0.4 -0.9671
H -2.713 -1.136 -2.853 0.1 0.6 0.2 0.2784
C -5.671 1.614 -0.462 -0.6 0.8 0.6 -1.3720
C -4.928 0.558 0.329 0.9 1.4 -1.5 0.9842
O -4.923 -0.595 -0.459 -0.5 -1.9 0.8 -0.6698
H -6.671 1.236 -0.674 0.0 0.1 -0.2 0.3382
H -5.196 1.927 -1.391 0.2 -0.4 -0.1 0.2173
H -5.789 2.540 0.102 -0.1 0.1 0.2 0.3949
H -5.364 0.433 1.320 -0.2 -0.6 -0.2 0.3765
H -3.897 0.879 0.475 0.1 0.2 0.3 -0.5305
H -4.466 -0.487 -1.296 0.3 0.5 0.0 0.3461
C -3.246 1.501 -4.144 0.4 -0.4 0.4 -1.4311
C -2.252 1.534 -2.978 -0.7 1.5 -0.2 0.2512
O -2.437 0.431 -2.141 -0.2 -0.8 -0.4 0.8900
H -4.250 1.264 -3.793 0.1 -0.2 0.2 0.3290
H -2.903 0.693 -4.791 -0.3 0.1 -0.3 0.2096
H -3.348 2.434 -4.698 0.5 0.0 0.0 0.4382
H -2.383 2.401 -2.329 -0.3 0.5 -0.2 -0.2024
H -1.221 1.638 -3.318 0.2 -0.4 -0.3 0.4067
H -1.930 0.643 -1.354 0.0 -0.1 0.9 -0.3663
C 4.020 -3.460 1.685 -0.1 0.4 0.9 -1.1588
C 3.337 -2.300 2.457 0.5 -1.8 -0.7 -0.1457
O 2.543 -1.643 1.517 0.2 2.1 0.1 0.1512
H 4.658 -4.108 2.286 0.1 0.2 0.2 0.4001
H 4.627 -2.990 0.911 -0.1 -0.3 -0.3 0.2614
H 3.214 -4.087 1.304 0.2 0.0 -0.4 0.1542
H 4.091 -1.614 2.845 -0.3 0.1 0.2 0.3318
H 2.691 -2.698 3.239 0.3 0.1 0.4 0.2305
H 1.960 -2.239 1.041 -0.3 -0.6 -0.4 -0.0828
C -0.191 4.284 4.556 -0.4 -0.3 -0.9 -1.4894
C 0.365 3.034 3.901 -0.1 0.1 0.4 1.2123
O 1.726 3.269 3.603 0.2 0.0 0.1 -0.6494
H -0.287 4.983 3.725 0.2 0.6 0.3 0.3091
H 0.442 4.678 5.351 -0.1 -0.1 -0.1 0.4064
H -1.205 4.095 4.909 0.0 0.0 0.3 0.3644
H -0.167 2.834 2.971 -0.2 -0.1 0.0 -0.4717
H 0.277 2.155 4.540 0.0 -0.1 0.2 0.0386
H 2.007 2.503 3.097 0.5 -0.5 -0.3 0.2810
C 0.377 -0.136 -0.871 -0.3 -0.6 0.2 -2.0974
C -0.014 0.651 0.382 1.3 0.8 -1.1 2.6119
O -1.300 1.174 0.176 -0.9 -0.5 -0.3 0.3506
H 0.210 0.394 -1.808 0.0 0.5 0.2 0.6779
H -0.245 -1.028 -0.949 0.0 -0.2 0.0 -0.0177
H 1.414 -0.473 -0.886 0.0 0.1 0.3 0.1090
H 0.644 1.519 0.430 0.4 -0.1 0.4 -0.5512
H 0.093 0.082 1.306 -0.1 -0.2 0.0 -0.8871
H -1.586 1.704 0.924 -0.2 0.2 0.4 -0.8797
C -0.835 -4.448 1.339 -0.1 0.6 0.2 -1.4012
C -0.461 -3.090 0.762 -0.2 -1.5 -0.2 1.9244
O 0.878 -3.243 0.251 -0.7 1.1 0.6 -0.3018
H -1.899 -4.395 1.569 0.0 -0.5 0.3 0.3700
H -0.212 -4.606 2.219 -0.3 -0.2 0.2 0.3290
H -0.615 -5.254 0.638 -0.2 0.1 -0.1 0.2623
H -0.604 -2.341 1.541 0.8 0.3 -0.2 -0.5286
H -1.158 -2.867 -0.045 0.1 0.3 -0.2 -0.9910
H 0.746 -3.924 -0.413 0.3 -0.4 -0.5 0.0332
C -0.125 0.857 -6.509 0.0 -0.1 0.3 -1.2621
C -0.211 -0.421 -5.669 -1.5 1.1 -0.1 0.5633
O 0.800 -1.327 -5.904 0.9 -0.9 -0.4 -0.5529
H -0.853 1.590 -6.161 -0.1 0.0 0.0 0.2855
H -0.329 0.651 -7.560 0.0 -0.1 0.0 0.3388
H 0.852 1.336 -6.447 0.2 0.0 0.1 0.4058
H -1.166 -0.885 -5.916 0.0 -0.4 -0.1 0.2469
H -0.318 -0.224 -4.603 0.3 0.4 0.3 -0.3155
H 1.634 -0.853 -5.929 0.2 0.0 0.0 0.3329
C 1.689 4.892 0.272 -0.1 -0.5 -0.3 -0.2548
C 2.811 5.550 1.063 -1.1 -0.4 -0.1 -0.3372
O 2.383 5.610 2.403 0.7 1.2 0.0 -0.6033
H 1.791 4.927 -0.813 0.1 0.2 -0.1 0.4449
H 0.702 5.254 0.560 0.2 0.4 -0.1 0.3086
H 1.669 3.832 0.529 0.0 -0.2 0.1 -0.4685
H 3.008 6.561 0.707 0.0 0.0 0.2 0.3800
H 3.710 4.947 0.940 0.4 0.0 0.1 0.1338
H 2.140 4.736 2.719 -0.1 -0.6 0.3 0.4670
C -2.173 4.320 0.247 -0.5 0.1 0.9 -0.2821
C -2.794 4.255 1.637 0.2 0.1 -0.9 -0.5698
O -2.466 2.980 2.183 -0.5 0.1 0.2 -0.3614
H -2.255 5.361 -0.067 0.4 -0.1 -0.3 0.5400
H -2.715 3.678 -0.447 0.1 0.0 0.0 -0.1597
H -1.151 3.960 0.366 0.1 0.3 -0.5 -0.2274
H -3.873 4.397 1.562 -0.2 -0.1 0.1 0.4326
H -2.393 5.047 2.269 0.1 0.1 0.1 0.3254
H -2.978 2.932 2.994 0.1 -0.5 0.2 0.1957
C 1.992 -3.534 -2.904 0.2 0.5 -0.3 -0.0068
C 1.738 -4.921 -2.411 0.8 -0.2 0.1 -0.8199
O 0.441 -4.971 -1.887 -1.4 -0.4 0.2 -0.5103
H 1.805 -2.789 -2.130 0.1 -0.1 0.2 -0.2656
H 1.304 -3.273 -3.707 0.2 -0.1 -0.3 0.1686
H 3.031 -3.450 -3.220 0.0 0.2 -0.2 0.3468
H 2.407 -5.180 -1.590 0.4 0.0 0.0 0.2549
H 1.884 -5.671 -3.188 0.0 0.0 -0.1 0.5404
H -0.047 -5.698 -2.280 -0.1 0.1 0.1 0.2686
C -2.820 -0.578 2.550 0.6 -0.4 1.5 1.0502
C -3.764 -1.473 3.383 -0.7 1.0 -1.2 -0.7514
O -3.606 -2.844 3.193 0.9 -1.1 0.4 -0.5607
H -1.796 -0.650 2.918 0.2 -0.5 0.0 -0.5198
H -3.012 0.468 2.788 -0.5 0.1 -0.6 -0.1075
H -2.793 -0.820 1.488 -0.4 0.3 0.0 -0.0959
H -4.782 -1.260 3.058 -0.3 0.5 0.1 0.2965
H -3.738 -1.259 4.451 0.4 -0.1 0.0 0.4138
H -3.753 -3.077 2.273 -0.1 0.2 -0.1 0.3019
```
Forces are in eV/Å.

- E (hartree) = -2325.4466
- ΔE to the lowest compared entry with this formula, charge and spin (kcal/mol) = 108.0
- spin multiplicity = 1
- highest occupied orbital energy (eV) = -9.54
- net charge = 0

Entry 6:
Computed, not measured: a 2-piece molecular cluster, C3H9N4 overall, with wB97M-V/def2-TZVPD.

```
16
Properties=species:S:1:pos:R:3:forces:R:3:nbo_charge:R:1
C 1.750 0.466 0.374 2.2 3.2 0.5 -0.0679
C 1.306 1.749 0.536 1.4 -3.7 -0.4 -0.2875
C 1.753 -1.753 -0.336 2.6 0.5 -0.1 0.0770
N 1.119 -0.677 -0.092 -1.1 -1.0 -0.7 -0.4357
N -1.850 0.157 0.201 1.5 0.5 1.1 0.0854
N -3.024 0.597 0.204 -4.6 3.2 0.6 -0.5362
N -1.397 -0.794 -0.431 0.2 -1.1 -1.4 -0.5016
H 2.841 0.395 0.437 -0.3 -0.7 0.5 0.2036
H 1.950 2.528 0.908 0.0 0.0 -0.1 0.2422
H 0.352 1.880 0.190 -2.5 1.1 -0.2 0.1962
H 1.383 -2.669 -0.799 -0.7 0.4 0.4 0.2287
H 2.866 -1.705 -0.191 -1.1 -0.3 0.0 0.2016
H -3.137 1.475 0.861 0.2 -2.6 -1.9 0.4236
H -3.919 0.382 -0.419 2.7 -0.1 1.3 0.4034
H -0.009 -0.761 -0.326 -0.1 0.3 0.4 0.4266
H -1.985 -1.270 -1.117 -0.5 0.0 0.0 0.3407
```
Forces are in eV/Å.

- E (hartree) = -338.3530
- ΔE to the lowest compared entry with this formula, charge and spin (kcal/mol) = 105.3
- spin multiplicity = 1
- highest occupied orbital energy (eV) = -13.80
- net charge = +1

Entry 7:
Computed, not measured: a 2-piece molecular cluster, C2H7O2 overall, with wB97M-V/def2-TZVPD.

```
11
Properties=species:S:1:pos:R:3:forces:R:3:nbo_charge:R:1
C 0.470 -0.227 0.188 -0.2 0.4 0.3 -0.0292
O -0.625 0.458 0.665 0.2 -0.5 -0.2 -0.9255
C 1.455 0.706 -0.562 -0.6 0.5 0.9 -0.6426
H 0.166 -1.031 -0.511 0.1 -0.2 0.0 0.1062
H 1.048 -0.728 1.008 0.0 0.0 -0.2 0.0840
H 1.029 0.966 -1.531 0.3 -0.1 -0.2 0.1827
H 2.468 0.310 -0.605 0.1 -0.2 -0.4 0.1685
H 1.493 1.646 0.019 0.0 -0.3 -0.2 0.1944
H -1.721 -0.484 0.658 -0.4 0.0 0.2 0.5009
H -3.164 -0.522 0.062 -0.1 -0.1 0.0 0.4305
O -2.620 -1.096 0.609 0.5 0.4 -0.1 -1.0698
```
Forces are in eV/Å.

- E (hartree) = -230.8819
- ΔE to the lowest compared entry with this formula, charge and spin (kcal/mol) = 1.7
- spin multiplicity = 1
- highest occupied orbital energy (eV) = -3.14
- net charge = -1